A molecular structure, C13H32AlBeKN3Na2O10 in a non-equilibrium geometry, computed with wB97M-V/def2-TZVPD.

As for the orbital gap: 1.08 eV.

The geometry in ORCA input format:
```
! RIJCOSX wB97M-V def2-TZVPD def2/J DEFGRID3
* xyz 1 1
C -0.316 -1.406 2.494
O -1.273 -2.340 2.158
C -1.074 -3.599 2.890
Al 0.604 -4.434 2.109
O 1.958 -3.294 2.124
H -0.806 -0.455 2.714
H 0.239 -1.697 3.380
H 0.380 -1.207 1.690
H -1.065 -3.410 3.969
H -1.913 -4.254 2.712
H 0.255 -4.728 0.573
H 0.957 -5.853 2.777
H 1.917 -2.838 1.285
Na 1.981 -7.251 2.308
C 3.727 -9.682 -2.084
C 3.291 -8.945 -0.815
O 2.186 -8.363 -0.840
O 4.082 -8.988 0.151
H 2.971 -9.609 -2.864
H 4.659 -9.265 -2.457
H 3.890 -10.750 -1.846
C 1.068 4.161 1.653
N -0.134 3.250 1.701
C -0.211 2.669 3.076
C 0.052 2.130 0.732
C -1.416 4.010 1.437
C -1.539 4.629 0.069
O -0.492 5.557 -0.140
H 1.903 3.628 2.103
H 1.303 4.390 0.625
H 0.845 5.062 2.214
H 0.706 2.113 3.249
H -1.074 1.996 3.126
H -0.312 3.468 3.806
H 0.171 2.549 -0.270
H -0.824 1.482 0.774
H 0.950 1.581 1.019
H -1.461 4.778 2.207
H -2.235 3.306 1.584
H -2.499 5.151 0.022
H -1.531 3.872 -0.725
H -0.554 5.889 -1.041
K -2.343 -0.356 3.865
N 6.443 -6.785 -0.933
O 6.030 -5.815 -0.269
O 5.677 -7.354 -1.720
O 7.610 -7.171 -0.808
Na 0.482 0.962 -1.615
O -5.765 7.294 -1.160
C -4.855 6.508 -1.331
C -5.191 5.601 -2.934
O -4.301 4.770 -3.112
H -4.735 5.680 -0.594
H -3.835 6.923 -1.493
H -5.285 6.426 -3.662
H -6.221 5.229 -2.798
C -1.208 4.873 -5.239
C -0.575 3.826 -4.465
N -0.077 2.988 -3.863
H -0.758 5.840 -5.021
H -1.098 4.688 -6.306
H -2.271 4.938 -5.008
Be 2.908 -12.369 -1.180
*
```

C23H29ClI2N2O5S in the gas phase in a non-equilibrium geometry, computed with wB97M-V/def2-TZVPD.

As for the orbital gap: 7.17 eV. The SMILES is CCOC(=O)CCCc1nc2c(/C(I)=C(/C)I)ccc(OCC)c2nc1CCCCS(=O)(=O)Cl.

The geometry in ORCA input format:
```
! RIJCOSX wB97M-V def2-TZVPD def2/J DEFGRID3
* xyz 0 1
C 5.732 -3.701 -0.366
C 5.099 -3.129 1.025
O 4.426 -4.193 1.771
C 3.309 -3.592 2.471
O 3.402 -3.048 3.600
C 1.874 -3.569 1.752
C 1.656 -2.107 1.106
C 0.150 -1.980 0.523
C -0.198 -0.475 0.026
N -0.194 -0.282 -1.389
C -0.511 1.094 -1.662
C -0.507 1.532 -3.190
C -0.163 0.399 -4.288
I 1.867 -0.453 -4.129
C -1.072 -0.056 -5.277
C -0.693 -1.219 -6.342
I -3.100 0.781 -5.447
C -0.775 2.966 -3.690
C -1.094 4.085 -2.623
C -1.103 3.675 -1.124
O -1.352 4.735 -0.183
C -0.135 5.116 0.524
C 1.211 5.033 -0.344
C -0.819 2.197 -0.624
N -0.833 1.952 0.793
C -0.515 0.597 1.115
C -0.452 0.237 2.683
C -1.581 -0.789 3.181
C -2.979 -0.712 2.403
C -3.959 0.474 2.949
S -5.732 -0.117 2.706
O -5.994 -0.292 1.227
O -5.977 -1.440 3.421
Cl -7.086 1.230 3.608
H 5.303 -3.116 -1.252
H 5.456 -4.805 -0.479
H 6.862 -3.511 -0.299
H 5.924 -2.644 1.679
H 4.403 -2.270 0.721
H 1.029 -3.880 2.479
H 1.838 -4.366 0.910
H 2.346 -2.064 0.175
H 1.972 -1.240 1.777
H -0.653 -2.408 1.223
H 0.130 -2.663 -0.414
H -1.312 -1.016 -7.292
H 0.417 -1.223 -6.611
H -0.984 -2.238 -5.880
H -0.730 3.202 -4.819
H -1.263 5.141 -3.015
H -0.062 4.512 1.498
H -0.265 6.216 0.842
H 1.639 3.979 -0.465
H 1.053 5.560 -1.350
H 2.022 5.634 0.230
H 0.570 -0.207 2.966
H -0.519 1.235 3.269
H -1.781 -0.538 4.296
H -1.191 -1.880 3.202
H -2.907 -0.699 1.262
H -3.547 -1.690 2.665
H -3.838 0.573 4.089
H -3.816 1.458 2.386
*
```